#w
This record from the Open Molecules 2025 dataset describes C43H47AgAs2BrClINPS4Sb as an isolated structure. The level of theory is ωB97M-V/def2-TZVPD.

XYZ file:
```
103
Properties=species:S:1:pos:R:3:lowdin_charge:R:1
Ag -0.75 -1.11 -0.24 0.091
S -2.17 -2.40 -4.82 -0.246
As -1.21 -2.68 -2.98 -0.564
S -2.64 -2.35 -1.31 -0.114
S 0.36 -1.13 -2.66 -0.025
S -0.28 -4.57 -2.69 -0.172
C 4.17 -3.39 -0.13 -0.196
C 2.89 -2.72 -0.61 -0.443
Sb 1.26 -2.62 0.80 1.362
C 0.57 -4.65 0.76 -0.462
C 1.53 -5.74 0.29 -0.190
C 2.38 -2.63 2.68 -0.436
C 2.77 -4.01 3.21 -0.199
H 4.94 -3.39 -0.91 0.060
H 4.00 -4.43 0.16 0.039
H 4.59 -2.87 0.74 0.048
H 2.44 -3.23 -1.47 0.016
H 3.06 -1.70 -0.95 0.017
H -0.25 -4.59 0.05 -0.042
H 0.16 -4.87 1.75 0.029
H 1.90 -5.52 -0.71 0.039
H 1.01 -6.70 0.24 0.059
H 2.39 -5.87 0.96 0.042
H 1.74 -2.11 3.39 0.005
H 3.26 -2.01 2.52 0.033
H 1.90 -4.65 3.32 0.054
H 3.26 -3.94 4.19 0.057
H 3.46 -4.51 2.53 0.043
Br -2.01 -4.91 5.07 0.640
C -2.15 -5.39 3.24 -0.753
C -1.72 -6.66 2.88 -0.166
C -1.76 -7.05 1.55 -0.099
C -2.23 -6.17 0.58 -0.084
C -2.68 -4.91 0.95 -0.185
C -2.65 -4.52 2.27 -0.733
I -3.31 -2.58 2.74 0.837
H -1.33 -7.32 3.64 0.087
H -1.39 -8.03 1.27 0.101
H -2.19 -6.43 -0.47 0.106
H -2.97 -4.20 0.18 -0.032
Cl -1.50 1.64 6.86 0.632
C -0.66 1.24 5.39 -0.667
C 0.13 2.19 4.77 -0.109
C 0.75 1.83 3.58 -0.057
C 0.54 0.55 3.08 -0.166
N -0.22 -0.36 3.69 0.082
C -0.80 -0.02 4.83 -0.180
H 0.24 3.18 5.19 0.106
H 1.37 2.54 3.05 0.101
H 0.97 0.24 2.13 0.055
H -1.42 -0.78 5.30 0.097
C 0.07 2.06 -1.34 -0.437
C 1.21 2.09 -0.33 -0.452
As 2.77 3.18 -0.83 1.275
C 1.77 4.83 -1.17 -0.413
C 1.06 5.10 -2.33 -0.120
C 0.27 6.24 -2.43 -0.089
C 0.17 7.12 -1.36 -0.109
C 0.87 6.86 -0.20 -0.107
C 1.67 5.73 -0.10 -0.143
C 3.00 2.52 -2.65 -0.423
C 3.60 3.33 -3.62 -0.155
C 3.82 2.84 -4.91 -0.111
C 3.46 1.54 -5.23 -0.094
C 2.88 0.72 -4.27 -0.080
C 2.67 1.21 -2.98 -0.149
P -1.35 1.16 -0.61 0.933
C -2.02 2.35 0.63 -0.357
C -2.20 3.71 0.37 -0.079
C -2.66 4.56 1.37 -0.093
C -2.96 4.06 2.63 -0.102
C -2.81 2.71 2.89 -0.092
C -2.33 1.86 1.90 -0.107
C -2.62 1.30 -1.90 -0.371
C -2.30 1.23 -3.25 -0.106
C -3.31 1.21 -4.21 -0.097
C -4.64 1.27 -3.83 -0.101
C -4.97 1.32 -2.48 -0.099
C -3.97 1.32 -1.52 -0.111
H 0.33 1.44 -2.20 -0.010
H -0.22 3.04 -1.71 0.063
H 1.56 1.08 -0.14 0.036
H 0.88 2.50 0.63 0.037
H 1.11 4.41 -3.16 0.102
H -0.29 6.43 -3.34 0.100
H -0.46 8.00 -1.44 0.093
H 0.79 7.54 0.65 0.093
H 2.21 5.53 0.81 0.082
H 3.87 4.35 -3.38 0.092
H 4.27 3.48 -5.65 0.090
H 3.61 1.17 -6.23 0.095
H 2.56 -0.28 -4.51 0.084
H 2.20 0.55 -2.26 0.010
H -1.98 4.11 -0.61 0.105
H -2.78 5.61 1.15 0.093
H -3.33 4.73 3.40 0.092
H -3.05 2.31 3.87 0.094
H -2.19 0.80 2.08 0.071
H -1.27 1.09 -3.56 0.067
H -3.04 1.08 -5.25 0.096
H -5.42 1.22 -4.58 0.092
H -6.00 1.32 -2.17 0.092
H -4.23 1.32 -0.47 0.100
```

The calculation puts the HOMO energy at -1.1 eV. For the gap between HOMO and LUMO, the calculation gives 4.5 eV. Its multiplicity is 1. As for the charge: -2.

***

#x
This record from the Open Molecules 2025 dataset describes C43H47AgAs2BrClINPS4Sb as an isolated structure. The level of theory is ωB97M-V/def2-TZVPD.

XYZ file:
```
103
Properties=species:S:1:pos:R:3:lowdin_charge:R:1
Ag -1.34 1.79 -0.93 0.148
S -2.16 4.14 -5.29 -0.290
As -2.13 2.44 -4.02 -0.560
S -0.12 2.03 -3.23 -0.155
S -3.33 2.90 -2.14 -0.271
S -3.03 0.68 -4.83 -0.202
C 4.20 3.41 -0.55 -0.193
C 2.89 2.85 -1.10 -0.442
Sb 1.24 2.66 0.28 1.349
C 1.89 0.84 1.29 -0.441
C 3.37 0.44 1.21 -0.186
C 1.89 4.10 1.78 -0.437
C 2.90 3.63 2.83 -0.198
H 4.95 3.52 -1.35 0.061
H 4.63 2.77 0.22 0.038
H 4.06 4.41 -0.11 0.051
H 3.02 1.85 -1.53 0.034
H 2.49 3.46 -1.91 0.023
H 1.26 0.07 0.84 -0.016
H 1.57 0.94 2.33 0.037
H 3.71 0.39 0.17 0.053
H 3.54 -0.54 1.65 0.050
H 4.01 1.16 1.73 0.042
H 0.96 4.44 2.25 0.033
H 2.27 4.96 1.22 0.023
H 2.53 2.77 3.40 0.052
H 3.13 4.43 3.56 0.058
H 3.85 3.33 2.38 0.040
Br -2.09 7.05 2.04 0.645
C -0.50 7.22 0.98 -0.728
C 0.49 8.05 1.51 -0.172
C 1.68 8.21 0.83 -0.120
C 1.87 7.54 -0.38 -0.115
C 0.87 6.73 -0.89 -0.169
C -0.35 6.55 -0.23 -0.680
I -1.74 5.14 -1.12 0.841
H 0.32 8.55 2.46 0.082
H 2.46 8.85 1.24 0.091
H 2.81 7.66 -0.92 0.096
H 1.03 6.20 -1.83 0.095
Cl -4.53 -1.32 2.38 0.643
C -4.17 0.35 2.02 -0.638
C -5.16 1.31 2.06 -0.102
C -4.81 2.61 1.76 -0.052
C -3.49 2.89 1.40 -0.183
N -2.55 1.95 1.32 0.027
C -2.88 0.71 1.66 -0.191
H -6.18 1.04 2.31 0.104
H -5.54 3.40 1.77 0.108
H -3.19 3.89 1.11 0.029
H -2.10 -0.04 1.60 0.062
C -0.17 -2.31 0.09 -0.412
C -0.80 -2.33 1.49 -0.454
As -0.31 -3.82 2.69 1.290
C 1.63 -3.88 2.41 -0.414
C 2.24 -4.27 1.22 -0.116
C 3.63 -4.26 1.11 -0.081
C 4.42 -3.87 2.18 -0.105
C 3.82 -3.48 3.37 -0.105
C 2.43 -3.48 3.48 -0.140
C -0.86 -5.30 1.54 -0.417
C -0.20 -6.53 1.60 -0.132
C -0.64 -7.61 0.85 -0.100
C -1.76 -7.48 0.03 -0.098
C -2.44 -6.26 -0.02 -0.081
C -1.99 -5.18 0.73 -0.120
P -0.88 -0.97 -1.01 1.036
C 0.16 -1.30 -2.48 -0.406
C -0.38 -1.49 -3.75 -0.123
C 0.46 -1.61 -4.85 -0.080
C 1.84 -1.55 -4.69 -0.105
C 2.38 -1.34 -3.43 -0.104
C 1.54 -1.20 -2.33 -0.130
C -2.50 -1.72 -1.45 -0.362
C -2.67 -3.09 -1.66 -0.118
C -3.92 -3.61 -1.98 -0.102
C -5.01 -2.75 -2.11 -0.092
C -4.85 -1.39 -1.94 -0.076
C -3.60 -0.87 -1.61 -0.129
H -0.27 -3.27 -0.41 0.058
H 0.90 -2.11 0.17 0.044
H -1.89 -2.35 1.42 0.016
H -0.54 -1.43 2.05 0.045
H 1.64 -4.58 0.37 0.101
H 4.09 -4.55 0.17 0.102
H 5.50 -3.85 2.09 0.096
H 4.42 -3.16 4.20 0.096
H 1.96 -3.18 4.41 0.082
H 0.68 -6.64 2.22 0.096
H -0.11 -8.55 0.89 0.094
H -2.11 -8.32 -0.56 0.095
H -3.31 -6.15 -0.65 0.088
H -2.52 -4.24 0.67 0.086
H -1.45 -1.45 -3.90 0.043
H 0.02 -1.70 -5.84 0.104
H 2.49 -1.62 -5.56 0.091
H 3.45 -1.25 -3.30 0.091
H 1.97 -0.98 -1.36 0.082
H -1.83 -3.77 -1.60 0.093
H -4.04 -4.67 -2.15 0.083
H -5.99 -3.15 -2.38 0.094
H -5.67 -0.70 -2.10 0.109
H -3.48 0.20 -1.53 0.013
```

The calculation puts the HOMO energy at -1.0 eV. For the gap between HOMO and LUMO, the calculation gives 4.6 eV. Its multiplicity is 1. As for the charge: -2.

***

Most stable structure, least stable structure: #w, #x.

***

#w
This record from the Open Molecules 2025 dataset describes one molecule with the formula C2H4N2S. The level of theory is ωB97M-V/def2-TZVPD.

XYZ file:
```
9
Properties=species:S:1:pos:R:3:lowdin_charge:R:1
C 0.83 -1.34 0.36 -0.018
C -0.27 1.11 -0.60 -0.721
H 1.47 -2.05 0.90 0.080
H 0.95 -1.15 -0.68 0.053
H -1.67 0.56 0.73 0.129
H 0.76 0.95 -0.83 0.054
N -0.06 -0.67 1.01 -0.023
N -0.78 0.29 0.32 -0.126
S -1.24 2.30 -1.21 0.572
```

The calculation puts the HOMO energy at -8.7 eV. The SMILES is C=NNC=S. For the gap between HOMO and LUMO, the calculation gives 8.6 eV. Its multiplicity is 1.

***

#x
This record from the Open Molecules 2025 dataset describes one molecule with the formula C2H4N2S. The level of theory is ωB97M-V/def2-TZVPD.

XYZ file:
```
9
Properties=species:S:1:pos:R:3:lowdin_charge:R:1
C -1.42 -1.16 0.08 -0.074
C 0.58 0.81 0.13 -0.711
H -0.35 -1.51 0.46 0.022
H -2.34 -1.81 -0.02 0.071
H -1.07 2.08 -0.23 0.197
H 0.99 1.76 0.55 0.052
N -1.70 0.10 -0.09 -0.112
N -0.83 1.02 -0.04 -0.144
S 1.60 -0.39 -0.07 0.699
```

The calculation puts the HOMO energy at -8.4 eV. The SMILES is C=NNC=S. For the gap between HOMO and LUMO, the calculation gives 8.3 eV. Its multiplicity is 1.

***

Most stable structure, least stable structure: #w, #x.

***

#w
This record from the Open Molecules 2025 dataset describes a 2-piece molecular cluster, C2H4N2S overall. The level of theory is ωB97M-V/def2-TZVPD.

XYZ file:
```
9
Properties=species:S:1:pos:R:3:lowdin_charge:R:1
C 2.19 1.37 -0.07 -0.294
C -1.88 -1.60 -0.09 -0.137
N 1.56 0.34 0.13 -0.079
N -1.87 -0.34 0.06 -0.570
S -0.91 0.90 -0.14 0.752
H 3.24 1.40 0.38 0.090
H 1.58 2.37 -0.16 0.071
H -1.04 -2.39 -0.05 0.109
H -2.87 -2.05 -0.06 0.059
```

The calculation puts the HOMO energy (spin up / spin down) at -8.2 / -8.2 eV. For the gap between HOMO and LUMO (spin up / spin down), the calculation gives 6.9 / 6.9 eV. Its multiplicity is 1.

***

#x
This record from the Open Molecules 2025 dataset describes one molecule with the formula C2H4N2S. The level of theory is ωB97M-V/def2-TZVPD.

XYZ file:
```
9
Properties=species:S:1:pos:R:3:lowdin_charge:R:1
C 2.00 -0.04 0.19 -0.260
C -1.54 0.49 0.17 -0.331
N 2.95 0.38 0.70 0.089
N 0.74 -0.70 -0.65 -0.401
S -0.54 -1.07 0.37 0.773
H -0.84 1.12 0.65 0.002
H -2.45 0.30 0.61 -0.009
H -1.68 0.88 -0.87 0.064
H 1.34 -1.36 -1.18 0.074
```

The calculation puts the HOMO energy at -9.5 eV. The SMILES is CSNC#N. For the gap between HOMO and LUMO, the calculation gives 9.8 eV. Its multiplicity is 1.

***

Most stable structure, least stable structure: #x, #w.

***

#w
This record from the Open Molecules 2025 dataset describes one molecule with the formula C2H4N2S. The level of theory is ωB97M-V/def2-TZVPD.

XYZ file:
```
9
Properties=species:S:1:pos:R:3:lowdin_charge:R:1
C -0.11 -0.07 0.41 -0.316
C -0.85 -0.68 -0.74 -0.620
N 1.15 -0.91 0.43 0.027
N 0.05 -1.77 -1.05 -0.327
S -1.35 -2.35 -0.36 0.869
H 0.05 1.03 0.44 0.114
H -0.57 -0.46 1.34 0.089
H -1.30 -0.18 -1.60 0.103
H 1.83 -0.61 -0.31 0.061
```

The calculation puts the HOMO energy (spin up / spin down) at -8.7 / -9.1 eV. For the gap between HOMO and LUMO (spin up / spin down), the calculation gives 8.7 / 8.9 eV. Its multiplicity is 1.

***

#x
This record from the Open Molecules 2025 dataset describes one molecule with the formula C2H4N2S. The level of theory is ωB97M-V/def2-TZVPD.

XYZ file:
```
9
Properties=species:S:1:pos:R:3:lowdin_charge:R:1
C 1.03 0.98 0.40 -0.406
C -1.25 0.12 -0.17 -0.145
N 1.90 1.67 0.73 0.130
N 0.21 0.04 -0.08 -0.436
S 0.86 -1.74 -0.38 0.769
H -1.54 0.94 -0.83 0.069
H -1.62 -0.94 -0.59 0.106
H -1.63 0.43 0.86 0.101
H 2.05 -1.50 0.07 -0.187
```

The calculation puts the HOMO energy at -9.0 eV. The SMILES is CN(S)C#N. For the gap between HOMO and LUMO, the calculation gives 8.4 eV. Its multiplicity is 1.

***

Most stable structure, least stable structure: #x, #w.